1.
{
  "formula": "C35H54N2O2P",
  "method": "ωB97M-V with the def2-TZVPD basis set",
  "elements": ["C", "C", "C", "C", "P", "C", "C", "C", "C", "C", "C", "C", "C", "H", "H", "H", "H", "H", "H", "H", "H", "H", "H", "H", "H", "H", "H", "H", "H", "H", "H", "H", "H", "H", "H", "H", "H", "H", "H", "H", "C", "O", "C", "C", "C", "C", "C", "C", "C", "N", "C", "C", "C", "C", "C", "C", "C", "C", "C", "O", "N", "C", "C", "C", "C", "C", "C", "H", "H", "H", "H", "H", "H", "H", "H", "H", "H", "H", "H", "H", "H", "H", "H", "H", "H", "H", "H", "H", "H", "H", "H", "H", "H", "H"],
  "xyz": [[-0.79339, -4.64456, 4.50260], [-0.26793, -3.40515, 3.77816], [-0.86295, -3.26309, 2.37507], [-0.30143, -2.05020, 1.59916], [-0.33237, -0.50410, 2.58593], [0.72959, 0.77627, 1.82051], [1.80972, 1.27558, 2.78487], [1.28394, 1.56635, 4.18594], [2.37385, 2.07631, 5.12871], [-1.98038, 0.29930, 2.40364], [-2.24780, 1.30005, 3.54097], [-3.71057, 1.74731, 3.62600], [-4.16422, 2.57465, 2.43287], [-0.20319, -4.83146, 5.40261], [-1.83942, -4.50855, 4.79794], [-0.72805, -5.54642, 3.88478], [-0.51036, -2.51114, 4.37278], [0.82729, -3.45560, 3.71859], [-0.66840, -4.17289, 1.78417], [-1.95829, -3.18372, 2.47205], [0.75003, -2.22514, 1.31308], [-0.85414, -1.92087, 0.66514], [1.21991, 0.36758, 0.93282], [0.08090, 1.60967, 1.51397], [2.60848, 0.52540, 2.85385], [2.26711, 2.17662, 2.35425], [0.48030, 2.31191, 4.13115], [0.83561, 0.65517, 4.61192], [1.92262, 2.42580, 6.06160], [3.08709, 1.28134, 5.37225], [2.92851, 2.91323, 4.69054], [-1.97301, 0.81096, 1.42706], [-2.74605, -0.49324, 2.38408], [-1.96908, 0.85748, 4.50898], [-1.61438, 2.18895, 3.39675], [-4.35081, 0.86634, 3.73174], [-3.82354, 2.33356, 4.54171], [-5.18128, 2.94359, 2.57965], [-3.51185, 3.44021, 2.28573], [-4.15067, 1.98679, 1.51170], [-6.12215, -1.37780, -4.16657], [-5.68681, -1.75312, -2.83386], [-4.40210, -1.48775, -2.48402], [-4.05000, -1.65227, -1.12141], [-2.82895, -1.21232, -0.66239], [-1.82659, -0.70281, -1.54452], [-0.45755, -0.43579, -1.14880], [0.59991, -0.49974, -2.06331], [1.97739, -0.50889, -1.82277], [2.90265, -0.39501, -2.80276], [4.34003, -0.29603, -2.49304], [4.68143, 0.82504, -1.51601], [6.15683, 0.90187, -1.18344], [6.84779, 2.11333, -1.29750], [8.23099, 2.14203, -1.09996], [8.90974, 0.97143, -0.73462], [8.20353, -0.22408, -0.55442], [6.82076, -0.25234, -0.75565], [4.96619, -0.07309, -3.87106], [6.15581, 0.07693, -4.13885], [3.94958, -0.08897, -4.78284], [4.19505, 0.16316, -6.18211], [2.60208, -0.17026, -4.23451], [1.88094, -1.33938, -4.93042], [1.87699, 1.16615, -4.45361], [-2.23120, -0.50641, -2.89559], [-3.43775, -0.97267, -3.38703], [-7.19965, -1.54589, -4.14562], [-5.90532, -0.32279, -4.39856], [-5.64413, -2.02072, -4.92007], [-4.77969, -2.08725, -0.44154], [-2.63184, -1.28026, 0.40885], [-0.27409, -0.08175, -0.13845], [0.31173, -0.57178, -3.11168], [2.38300, -0.63957, -0.81208], [4.70940, -1.26040, -2.09885], [4.34280, 1.77201, -1.96722], [4.10574, 0.66059, -0.59137], [6.29265, 3.01514, -1.57327], [8.77579, 3.07719, -1.24074], [9.98858, 0.99433, -0.57863], [8.71961, -1.14189, -0.26797], [6.24999, -1.17325, -0.60735], [5.26633, 0.31073, -6.32798], [3.85727, -0.68036, -6.79567], [3.65906, 1.05879, -6.51820], [2.58718, -2.17069, -5.05058], [1.01708, -1.70383, -4.37462], [1.54694, -1.01507, -5.92375], [2.51621, 1.98863, -4.10186], [1.67469, 1.29312, -5.52370], [0.93253, 1.20944, -3.90707], [-1.57146, 0.02570, -3.58276], [-3.66600, -0.89675, -4.45302]],
  "atomic_forces_ev_per_a": [[0.06, 0.01, 0.04], [-0.14, -0.23, 0.13], [0.14, 0.23, 0.08], [-0.24, 0.03, -0.75], [0.00, -0.17, 1.70], [0.26, 0.01, -0.33], [0.11, -0.03, 0.07], [0.14, 0.18, 0.28], [-0.09, 0.01, 0.01], [0.03, -0.16, -0.48], [-0.13, -0.10, 0.01], [0.21, 0.05, -0.01], [-0.06, 0.02, -0.05], [-0.15, 0.01, 0.01], [0.13, -0.08, -0.04], [-0.01, 0.12, 0.00], [0.17, -0.31, -0.20], [-0.11, 0.08, -0.07], [-0.07, 0.23, 0.19], [0.21, 0.05, -0.11], [-0.20, 0.01, 0.22], [0.25, -0.44, 0.11], [0.07, 0.20, -0.08], [0.19, -0.09, -0.07], [-0.07, 0.04, 0.02], [-0.01, -0.09, 0.14], [0.09, -0.07, -0.05], [0.14, 0.34, -0.17], [0.15, -0.06, -0.05], [-0.06, 0.13, -0.05], [-0.06, -0.10, 0.06], [-0.45, -0.08, 0.20], [0.06, 0.28, 0.11], [0.08, 0.02, -0.30], [-0.10, -0.21, 0.08], [0.01, 0.01, 0.04], [-0.07, -0.02, -0.03], [0.05, -0.02, -0.06], [-0.03, -0.03, 0.02], [-0.02, 0.03, 0.00], [0.14, -0.26, 0.24], [1.01, 0.29, -0.19], [-0.10, 0.19, -0.20], [-0.27, 0.25, -0.48], [0.54, 0.05, 0.05], [-0.76, 0.47, -0.66], [0.58, 0.32, -0.82], [-1.43, 0.02, 0.06], [1.31, 0.52, -1.08], [-1.41, -0.22, 1.84], [0.67, -0.63, -0.11], [-0.25, 0.45, 0.23], [0.07, -0.03, 0.16], [0.08, -0.42, -0.19], [-0.12, -0.23, 0.16], [-0.28, 0.05, -0.06], [-0.23, 0.15, 0.02], [0.31, 0.35, -0.19], [1.14, 0.05, -0.67], [-1.80, -0.24, 0.67], [0.43, 0.22, 0.47], [-0.26, 0.01, -0.49], [0.09, 0.16, -0.83], [0.14, -0.22, 0.17], [0.10, 0.12, 0.18], [0.34, -0.75, 0.11], [-0.49, 0.20, 0.29], [0.22, 0.04, -0.14], [-0.05, -0.33, 0.29], [-0.21, 0.13, 0.22], [0.11, 0.21, -0.13], [-0.01, -0.09, -0.48], [0.03, -0.65, -0.01], [0.00, -0.23, 0.51], [-0.16, 0.16, -0.39], [-0.23, 0.33, -0.22], [0.08, -0.18, 0.27], [0.07, 0.14, -0.19], [0.31, -0.27, 0.00], [-0.13, -0.30, 0.11], [-0.30, -0.01, -0.08], [-0.09, 0.34, -0.03], [0.33, 0.19, -0.04], [-0.17, -0.05, 0.13], [0.14, 0.11, 0.09], [0.18, -0.09, 0.06], [-0.22, 0.15, 0.04], [0.09, 0.01, -0.18], [0.09, -0.10, 0.26], [-0.20, -0.18, -0.13], [0.02, 0.04, 0.31], [0.10, 0.05, -0.18], [-0.10, -0.30, 0.12], [0.06, 0.21, 0.48]],
  "mulliken_charge": [-1.440, -0.147, -0.926, -0.117, 0.064, 0.726, -0.820, 0.203, -1.573, -0.670, -0.527, -0.658, -1.143, 0.383, 0.324, 0.343, 0.222, 0.313, 0.563, 0.227, 0.470, -0.390, -1.047, 0.499, 0.285, 0.488, 0.038, 0.204, 0.424, 0.348, 0.338, 0.403, 0.652, 0.431, 0.089, 0.337, 0.374, 0.393, 0.292, 0.225, -0.840, -0.396, 0.690, -1.257, 0.432, 0.597, 0.018, -0.167, -0.229, 0.568, -0.024, -0.358, 0.474, -0.385, -0.603, -0.446, -0.674, -0.210, 0.196, -0.681, 0.242, -0.958, 0.121, -1.617, -1.430, -0.895, -0.551, 0.251, 0.377, 0.343, 0.460, 0.025, 0.038, -0.172, 0.868, 0.300, 0.317, 0.253, 0.336, 0.384, 0.379, 0.375, 0.323, 0.370, 0.290, 0.321, 0.411, 0.369, 0.452, 0.346, 0.480, 0.374, 0.477, 0.437],
  "de_lowest_kcal_mol": 20.8,
  "lumo_ev": -4.60,
  "total_charge": 1
}


2.
{
  "formula": "C35H55BClN4P2Pd",
  "method": "ωB97M-V with the def2-TZVPD basis set",
  "elements": ["Pd", "C", "C", "C", "C", "P", "C", "N", "B", "N", "C", "P", "C", "C", "C", "C", "C", "C", "C", "C", "C", "C", "C", "C", "C", "C", "C", "C", "C", "C", "H", "H", "H", "H", "H", "H", "H", "H", "H", "H", "H", "H", "H", "H", "H", "H", "H", "H", "H", "H", "H", "H", "H", "H", "H", "H", "H", "H", "H", "H", "H", "H", "H", "H", "H", "H", "H", "H", "H", "H", "H", "H", "H", "H", "Cl", "C", "C", "C", "C", "N", "C", "H", "H", "H", "H", "N", "C", "C", "C", "C", "C", "C", "H", "H", "H", "H", "H", "H", "H"],
  "xyz": [[-0.40405, 0.08976, -0.50438], [0.25782, -1.50895, 3.72492], [-1.22994, -1.80553, 3.47726], [-2.06809, -0.74189, 4.18390], [-1.56867, -3.17265, 4.06480], [-1.41341, -1.59340, 1.57711], [-0.62829, -3.19956, 0.98866], [0.39216, -2.89802, 0.01791], [0.56516, -1.69242, -0.73190], [1.83790, -1.79656, -1.37870], [2.53100, -0.80635, -2.16356], [1.53438, 0.78608, -2.15315], [2.69721, 2.10831, -1.45306], [1.77083, 3.25532, -1.03665], [3.30589, 1.50652, -0.18264], [3.79484, 2.59873, -2.38512], [1.15238, 0.96638, -3.99765], [2.34103, 0.93589, -4.95512], [0.22538, -0.22820, -4.26357], [0.36172, 2.25781, -4.19638], [2.39397, -3.00273, -1.03785], [3.61680, -3.56651, -1.37468], [3.92615, -4.80814, -0.85134], [3.04063, -5.48244, -0.01069], [1.82026, -4.93549, 0.33577], [1.49758, -3.68671, -0.17684], [-3.21560, -1.80854, 1.00862], [-4.01979, -2.89905, 1.70512], [-3.89053, -0.44840, 1.19661], [-3.13323, -2.09665, -0.49486], [0.55169, -1.86088, 4.71140], [0.45616, -0.43977, 3.69328], [0.89847, -2.00445, 2.99305], [-1.75858, -0.66250, 5.22466], [-3.12347, -1.00132, 4.17333], [-1.94432, 0.24012, 3.72721], [-1.41361, -3.12755, 5.14293], [-0.92493, -3.95995, 3.68044], [-2.60264, -3.44905, 3.89277], [-1.38773, -3.87109, 0.56810], [-0.15994, -3.70618, 1.83684], [2.66229, -1.17213, -3.18902], [3.52535, -0.61983, -1.74134], [1.01455, 2.87667, -0.34464], [1.26954, 3.69842, -1.89305], [2.33722, 4.03764, -0.52938], [2.56172, 0.90374, 0.34744], [3.63213, 2.30680, 0.48082], [4.17656, 0.89363, -0.40298], [3.38882, 3.19272, -3.19934], [4.36629, 1.77052, -2.79698], [4.48245, 3.23080, -1.82231], [3.02763, 0.11973, -4.74349], [2.89782, 1.86852, -4.93159], [1.96506, 0.79497, -5.96781], [0.78066, -1.16014, -4.33979], [-0.31329, -0.08572, -5.19740], [-0.50178, -0.33105, -3.44943], [0.99508, 3.13288, -4.07134], [-0.46155, 2.31690, -3.48462], [-0.05212, 2.28856, -5.20270], [4.30500, -3.06024, -2.03602], [4.86684, -5.27123, -1.10311], [3.31271, -6.45209, 0.37584], [1.13734, -5.47470, 0.97434], [-4.25747, -2.62205, 2.72904], [-3.49293, -3.85115, 1.70466], [-4.96223, -3.03984, 1.17745], [-3.98321, -0.18634, 2.24663], [-4.89011, -0.45991, 0.76723], [-3.31385, 0.32825, 0.69137], [-2.91734, -3.14197, -0.69921], [-2.33931, -1.48267, -0.95032], [-4.08097, -1.85832, -0.97262], [-5.06126, 1.01619, -3.89236], [-4.02875, 1.63257, -2.66380], [-4.30023, 2.84662, -2.04134], [-3.40946, 3.29323, -1.07797], [-2.30459, 2.52107, -0.76722], [-2.06677, 1.34597, -1.34627], [-2.90650, 0.90920, -2.27763], [-5.17119, 3.42187, -2.31261], [-3.57222, 4.23097, -0.57319], [-1.57849, 2.84976, -0.03419], [-2.69515, -0.04862, -2.73658], [-0.08274, 1.44653, 1.66917], [0.38977, 2.50450, 2.46958], [1.67221, 2.44063, 3.00392], [2.16062, 3.46934, 3.78512], [1.37239, 4.57867, 4.04182], [0.08938, 4.64351, 3.52345], [-0.40630, 3.61121, 2.74811], [0.50704, 0.61680, 1.78709], [-1.05431, 1.21384, 1.86998], [2.28016, 1.56447, 2.82608], [3.14757, 3.38591, 4.21482], [1.75733, 5.37904, 4.65530], [-0.53975, 5.49150, 3.75219], [-1.42026, 3.65987, 2.37367]],
  "atomic_forces_ev_per_a": [[1.28, -1.41, -0.73], [-0.01, -0.03, -0.14], [0.21, 0.63, -0.35], [-0.05, -0.03, -0.12], [-0.05, -0.03, -0.34], [-0.34, -0.98, -0.68], [-0.07, 0.21, 0.06], [-0.88, 0.57, 0.01], [0.41, 1.46, 0.73], [-0.32, 0.65, -0.33], [-0.03, 0.15, -0.01], [-0.07, -1.15, 0.44], [-0.56, -0.16, 0.12], [-0.06, -0.09, 0.06], [-0.10, -0.09, -0.07], [-0.15, -0.13, -0.02], [-0.38, 0.10, 0.47], [0.04, 0.02, 0.26], [-0.02, 0.00, 0.20], [0.02, -0.01, 0.14], [0.21, -1.16, 0.47], [-0.28, 0.26, -0.10], [-0.09, -0.37, 0.24], [0.43, -0.02, -0.18], [-0.29, 0.32, -0.10], [1.09, -0.45, -0.47], [0.30, 0.26, 0.09], [0.15, 0.09, 0.00], [0.15, 0.01, 0.02], [0.33, 0.08, 0.14], [0.00, -0.05, 0.13], [0.04, 0.12, -0.05], [0.13, -0.05, 0.01], [0.05, -0.01, 0.11], [-0.15, 0.03, 0.00], [0.00, 0.11, 0.02], [0.03, 0.04, 0.07], [0.02, -0.10, 0.00], [-0.10, -0.08, -0.01], [0.07, 0.07, 0.22], [-0.12, 0.04, -0.06], [0.05, 0.17, 0.13], [-0.08, -0.04, -0.12], [-0.02, 0.12, 0.04], [-0.09, 0.10, -0.09], [0.06, 0.02, 0.00], [0.11, -0.02, 0.09], [-0.02, 0.09, 0.03], [0.03, -0.14, 0.02], [0.00, 0.05, -0.13], [0.12, -0.07, -0.10], [0.02, 0.05, 0.04], [0.08, -0.07, -0.05], [0.06, 0.03, -0.02], [-0.04, 0.01, -0.09], [0.03, -0.13, 0.03], [-0.03, 0.06, -0.15], [0.00, -0.06, -0.19], [0.04, 0.12, 0.02], [-0.12, 0.08, 0.02], [-0.04, -0.01, -0.12], [0.05, 0.06, -0.04], [0.11, -0.04, -0.02], [0.04, -0.09, 0.03], [-0.08, -0.04, 0.08], [-0.01, -0.04, 0.12], [0.00, -0.12, 0.03], [-0.10, -0.01, -0.05], [-0.03, 0.08, 0.13], [-0.15, -0.03, -0.07], [-0.06, 0.08, 0.00], [0.08, -0.10, -0.05], [-0.19, -0.15, -0.09], [-0.13, 0.08, -0.05], [-0.03, -0.05, -0.03], [0.13, 0.24, 0.28], [0.22, -0.28, -0.07], [-0.06, -0.05, -0.08], [-0.15, 0.28, -0.03], [-0.26, 0.39, 0.13], [-0.26, 0.00, -0.22], [-0.09, 0.03, -0.04], [-0.01, 0.13, 0.05], [0.01, 0.01, 0.04], [0.00, 0.02, -0.01], [-0.04, -0.24, 0.22], [0.14, 0.25, 0.25], [-0.03, -0.09, -0.09], [-0.05, 0.05, 0.02], [0.12, 0.13, 0.09], [0.03, 0.02, 0.14], [-0.01, -0.10, -0.14], [-0.51, 0.33, -0.02], [0.36, -0.03, 0.02], [0.08, -0.11, -0.05], [0.10, 0.05, 0.01], [-0.02, 0.07, 0.04], [-0.04, 0.06, -0.04], [-0.09, -0.02, -0.08]],
  "mulliken_charge": [0.802, -1.673, 1.893, -1.922, -1.738, 0.536, -1.565, 0.495, 0.764, 0.410, -1.847, 0.563, 2.096, -1.728, -1.645, -1.845, 1.650, -1.692, -1.525, -1.795, 0.462, -0.739, -0.829, -0.822, -0.787, 0.534, 1.725, -1.981, -1.678, -1.473, 0.531, 0.384, 0.278, 0.528, 0.334, 0.275, 0.560, 0.346, 0.297, 0.248, 0.618, 0.749, 0.537, 0.151, 0.288, 0.568, 0.019, 0.583, 0.365, 0.319, 0.339, 0.498, 0.238, 0.354, 0.555, 0.286, 0.615, -0.059, 0.320, 0.219, 0.536, 0.516, 0.407, 0.416, 0.537, 0.365, 0.306, 0.530, 0.279, 0.584, 0.153, 0.395, -0.109, 0.573, -0.203, -0.298, -0.452, -0.885, -0.601, 1.260, -0.861, 0.492, 0.495, 0.208, 0.494, 0.950, 0.097, 0.037, -0.900, -0.565, -0.725, -0.614, -0.274, -0.204, 0.434, 0.422, 0.410, 0.416, 0.392],
  "lumo_ev": -2.89,
  "total_charge": 1
}


Quick rundown of HOMO-LUMO gap, same order as above: 0.1977; 0.2590 Eh
Quick rundown of molecular weight, same order as above: 565.803; 746.486 u